1.
Molecular formula: ClHNO2S
Method: DFT, wB97M-V/def2-TZVPD

Structure (XYZ):
```
6
Properties=species:S:1:pos:R:3
Cl -1.3571 -2.4137 -1.2291
S -1.3695 -0.0975 -0.9401
O -2.7902 0.1158 -0.9669
O -0.2485 0.4780 -3.2576
N -0.7069 0.3473 0.3555
H 0.1270 -0.1185 0.4637
```

- E_LUMO (spin up / spin down) (eV) = 1.85 / 3.22
- charge = -1

***

2.
Molecular formula: C38H46ClNO2S4SiSn
Method: DFT, wB97M-V/def2-TZVPD

Structure (XYZ):
```
94
Properties=species:S:1:pos:R:3
Sn -0.0103 -0.6047 -0.1606
Cl -3.2974 -4.2956 -6.4818
S 0.1299 0.9298 -3.0539
S -0.3332 0.9421 2.4568
S -2.3051 0.0990 -0.8973
S -1.2892 -2.1632 1.2941
Si 3.6919 -0.2605 0.1383
O 0.7339 -4.4195 -1.1446
O 0.5660 -2.2142 -1.4036
N -0.0824 2.4651 -0.1587
C 3.3850 2.5694 0.5835
C -3.3223 -0.2014 4.8978
C 3.3482 0.2112 2.9585
C 5.0429 -1.4808 2.2457
C 4.0965 -1.4902 -1.2452
C 0.2663 3.0849 -1.2872
C 5.6901 1.5786 0.5931
C 5.6213 -1.4292 -1.4887
C 3.7400 -2.9356 -0.8742
C -3.1501 -1.8865 3.1942
C 3.3443 -1.1256 -2.5348
C 4.5362 1.9646 -1.5481
C 0.2735 -3.4521 -1.7222
C -0.6337 -4.8608 -3.5689
C 2.5950 -1.9847 2.1076
C 4.3022 1.5370 -0.0908
C -2.2846 -2.8134 -4.4607
C -1.7440 2.6443 -4.0612
C -1.4544 -2.6142 -3.3690
C -1.3758 2.3258 1.8904
C -1.6284 -0.0394 3.1796
C -0.1132 4.3891 -1.5655
C -3.8773 3.0625 -3.0727
C -3.6235 2.0960 -2.1181
C 1.0690 2.2805 -2.2632
C 3.6481 -0.8892 1.9347
C -0.6291 -3.6342 -2.9146
C -1.4426 -5.0694 -4.6730
C -2.4191 1.3808 -2.1047
C -2.0458 -1.2512 2.6091
C -2.2496 0.4534 4.3242
C -1.4699 1.6872 -3.0892
C -3.7791 -1.3752 4.3123
C -0.8674 5.0726 -0.6240
C -2.9388 3.3395 -4.0594
C -1.2333 4.4274 0.5422
C -0.8371 3.1044 0.7254
C -2.2641 -4.0396 -5.1034
H 3.7287 3.5705 0.3070
H 5.6472 1.3559 1.6579
H 6.0829 2.5951 0.4908
H 0.0038 -5.6502 -3.1935
H 2.6697 -3.0835 -0.7291
H -3.1388 4.0838 -4.8187
H 6.1978 -1.6398 -0.5842
H 5.8465 -0.7448 2.1963
H 5.2953 1.3639 -2.0469
H 5.2991 -2.3143 1.5910
H 5.9606 -0.4796 -1.9006
H -1.5761 2.9930 2.7286
H 3.5585 -1.8942 -3.2837
H -2.9391 -2.0276 -4.8122
H -0.9976 2.8367 -4.8226
H 2.8257 -2.9013 1.5685
H -1.8742 1.3702 4.7628
H 5.8718 -2.2084 -2.2142
H 2.2657 -1.1214 -2.3788
H -1.1778 6.0933 -0.8061
H 1.6504 -1.6145 1.7290
H 1.5128 2.9272 -3.0198
H -4.6283 -1.9007 4.7301
H 4.0419 -3.5756 -1.7088
H 5.0201 -1.8683 3.2687
H 4.1115 0.9880 2.9886
H 4.2759 -3.2877 0.0078
H 0.1680 4.8496 -2.5029
H 2.4953 -2.2294 3.1673
H 3.6616 -0.1679 -2.9506
H 1.8558 1.7545 -1.7247
H -4.3676 1.8684 -1.3654
H -1.4467 -6.0163 -5.1947
H 3.4106 2.5039 1.6686
H 2.3449 2.4707 0.2756
H 6.4095 0.9038 0.1247
H -1.8313 4.9256 1.2934
H -3.7911 0.1947 5.7884
H 3.3208 -0.2503 3.9497
H -1.4616 -1.6594 -2.8625
H 3.6406 1.9425 -2.1607
H -3.5055 -2.8063 2.7487
H 4.8976 2.9970 -1.5381
H -4.8198 3.5951 -3.0527
H 2.3779 0.6751 2.7880
H -2.3213 1.8748 1.5769
```

- E_LUMO (eV) = -1.16

***

3.
Molecular formula: C26H31NO4
Method: DFT, wB97M-V/def2-TZVPD

Structure (XYZ):
```
62
Properties=species:S:1:pos:R:3
O 0.8342 0.3407 -1.8470
O -1.7254 -0.3091 -4.4074
O 5.2515 3.3616 1.4678
O -3.6079 0.9499 2.5298
N -1.3119 -2.3398 -2.4300
C -1.3018 0.0227 -3.1060
C -1.4085 -3.2974 2.6051
C 0.2366 0.1475 -3.1011
C -0.5152 1.4701 -0.1920
C 4.1034 3.0121 0.8196
C 4.0210 1.6849 0.3988
C -1.6779 2.2273 -0.2482
C -1.8255 -1.0158 -2.0990
C 1.8415 2.0841 -0.5322
C -1.3750 0.3386 1.7592
C 2.9026 1.2289 -0.2656
C 0.5866 1.5969 -1.2255
C 1.9242 3.4019 -0.1109
C -0.2833 -2.8321 -1.5276
C -3.5413 -0.0328 3.5346
C 0.2141 -4.1849 -2.0445
C 0.2441 -2.8564 0.9249
C -0.0980 -3.0164 2.2546
C -2.0196 -3.2658 0.2850
C -2.3678 -3.4203 1.6158
C -0.3731 0.5417 0.8286
C 5.3946 4.6881 1.9113
C -2.6824 2.0393 0.6783
C -2.5481 1.0814 1.6838
C -0.7110 -2.9791 -0.0777
C 3.0414 3.8707 0.5585
H -4.4972 0.0122 4.0542
H 3.0702 4.9036 0.8679
H -1.5149 -1.2455 -4.5278
H 0.5132 0.9574 -3.7933
H 1.0497 -4.5344 -1.4442
H -2.9170 -1.0039 -2.1653
H 0.6593 -0.7875 -3.4804
H 5.3665 5.3971 1.0773
H 0.5337 -4.0927 -3.0793
H 0.5391 -2.1096 -1.5610
H 0.6573 -2.9180 3.0212
H 2.8455 0.2048 -0.5984
H -1.5449 -0.7127 -1.0860
H -1.7543 0.9932 -2.8767
H 1.1035 4.0775 -0.3053
H -3.4029 -1.0320 3.1091
H -0.5830 -4.9244 -1.9901
H -3.3926 -3.6425 1.8786
H 4.6225 4.9548 2.6406
H -1.6798 -3.4201 3.6442
H -1.8045 2.9665 -1.0266
H 0.5312 -0.0440 0.8831
H -2.0636 -3.0179 -2.4858
H -2.7339 0.1729 4.2450
H -2.7856 -3.3696 -0.4710
H 0.2917 2.3328 -1.9876
H 4.8525 1.0298 0.6065
H 1.2670 -2.6341 0.6554
H -3.5923 2.6170 0.6385
H 6.3718 4.7355 2.3895
H -1.2304 -0.4045 2.5266
```

- E_LUMO (eV) = 0.74
- SMILES = COc1ccc(C(OC[C@@H](O)CN[C@H](C)c2ccccc2)c2ccc(OC)cc2)cc1

***

4.
Molecular formula: C7H12
Method: DFT, wB97M-V/def2-TZVPD

Structure (XYZ):
```
19
Properties=species:S:1:pos:R:3
C 0.3012 -0.4439 1.0945
C 0.9215 0.1580 -1.3397
C 1.4323 -1.1711 -1.7700
C -1.2144 -0.5515 1.3845
C -0.9307 1.1187 -0.2695
C -1.8304 0.5197 0.5049
C 0.3359 0.3938 -0.1667
H 0.8049 0.0561 1.9359
H 0.7610 0.9069 -2.1160
H 0.8066 -1.4048 0.9692
H -1.4469 -0.3754 2.4398
H 0.8050 2.0408 0.9935
H 1.1006 -1.9458 -1.0700
H 0.2523 2.2728 1.4691
H -1.0859 1.8831 -1.0242
H 2.5128 -1.2197 -1.8880
H 0.9619 -1.3936 -2.7367
H -2.8944 0.7058 0.4580
H -1.5930 -1.5500 1.1315
```

- E_LUMO (eV) = 1.06
- SMILES = C/C=C1/C=CCC1.[H][H]

***

5.
Molecular formula: C2H5N3O2
Method: DFT, wB97M-V/def2-TZVPD

Structure (XYZ):
```
12
Properties=species:S:1:pos:R:3
O -2.6150 -0.3278 0.0032
O -0.9438 1.3436 -0.1816
N 1.3816 0.9987 -0.1927
N -0.5221 0.0621 -0.2362
N 1.1784 -1.4191 0.0610
C 0.7620 -0.2523 -0.1575
C -1.5296 -0.7843 -0.3097
H -0.8188 -1.7600 -0.4985
H -1.9677 1.0472 1.0050
H 2.0641 -1.6196 0.1617
H 2.2575 1.0003 -0.1205
H 0.7534 1.7113 0.4659
```

- E_LUMO (eV) = -0.60

***

6.
Molecular formula: C6H10O
Method: DFT, wB97M-V/def2-TZVPD

Structure (XYZ):
```
17
Properties=species:S:1:pos:R:3
O -0.9737 -0.4672 1.0909
C -1.7780 0.0481 -1.1997
C 0.3629 0.8592 0.0919
C 1.3226 -0.2063 -0.5292
C -1.1675 0.5524 0.0823
C 1.4414 -0.8715 0.8528
C 0.3441 0.0212 1.4083
H -1.8244 1.3370 0.5087
H -2.7768 -0.3617 -1.0281
H 1.2209 -1.9297 0.8885
H 0.8992 -0.7929 -1.3413
H 2.3971 -0.6440 1.3286
H -1.8592 0.8791 -1.9082
H 0.8678 1.7612 -0.1925
H 2.3051 0.1638 -0.8957
H -1.1475 -0.7303 -1.6327
H 0.4084 0.3604 2.4491
```

- E_LUMO (eV) = 1.14
- SMILES = C[C@H]1O[C@H]2CC[C@H]21

***

7.
Molecular formula: C2H2N2O4
Method: DFT, wB97M-V/def2-TZVPD

Structure (XYZ):
```
10
Properties=species:S:1:pos:R:3
O -1.7896 -0.6664 -0.8523
O 0.6404 -1.1607 -1.9830
O -0.8852 0.3736 2.1062
O 1.4257 0.6352 -0.4630
N 0.3121 0.4021 -1.5016
N 0.9528 0.7535 0.7468
C -0.2982 0.5488 0.8075
C -0.8639 -0.0146 -0.5202
H 0.8129 -1.7285 -0.9449
H -0.3069 0.8568 2.6045
```

- E_LUMO (eV) = -1.16
- SMILES = O=c1c(O)non1O

***

8.
Molecular formula: C6H11N3O
Method: DFT, wB97M-V/def2-TZVPD

Structure (XYZ):
```
21
Properties=species:S:1:pos:R:3
O 1.4975 -2.0581 -0.6726
N 2.5174 -0.4677 0.6923
N 0.3812 1.1325 -0.9738
N 0.8876 2.2552 -1.0168
C -2.4829 0.2624 -0.6466
C -1.3138 -0.6459 -0.6180
C 2.5320 0.8412 1.2097
C 1.8060 -1.1309 -0.0417
C -0.1526 0.1718 -0.5404
C -1.3135 -1.5416 0.7230
H -3.4421 -0.2534 -0.3477
H 2.1547 1.6567 0.5274
H -0.3179 -1.9117 0.7828
H -2.6148 0.7708 -1.6230
H -1.3121 -1.3442 -1.3820
H 2.0315 1.0613 2.1720
H -1.9322 -2.4073 0.3808
H -2.3805 1.0971 0.1155
H 3.5897 1.2100 1.3396
H -1.8614 -1.0369 1.5214
H 1.7262 2.3387 -1.6018
```

- E_LUMO (spin up / spin down) (eV) = 0.54 / 0.54

***

9.
Molecular formula: C10H25F5IrN5O4Te
Method: DFT, wB97M-V/def2-TZVPD

Structure (XYZ):
```
51
Properties=species:S:1:pos:R:3
Ir 0.1425 0.1621 0.5429
Te -1.1308 -3.0235 0.9764
F -2.0564 -1.7715 2.0309
F -0.3716 -4.4105 0.0435
F -1.9073 -2.4860 -0.6364
F -0.2925 -3.6451 2.5027
F -2.5631 -4.0851 1.3918
O 2.2885 0.0918 0.4921
O 0.6843 2.2896 0.8281
O 0.0316 0.4262 2.6257
O 0.2644 -1.8130 0.7747
N -1.8461 0.3942 0.4083
N 0.2173 0.0319 -1.4534
N -0.5642 -0.1724 -3.6295
N -2.0732 0.1894 -1.9194
N -3.9118 0.0519 -0.5619
C 2.9118 1.3429 0.8243
C 0.7588 -0.5883 -4.0955
C -1.6371 -0.0418 -4.6190
C 2.0196 2.4395 0.2989
C -0.3597 1.7724 2.9337
C -2.5861 0.1973 -0.6443
C 0.7014 -0.3438 3.6517
C 3.0933 -1.0524 0.8824
C 0.5609 2.7270 2.2119
C -0.7594 0.0071 -2.3210
H 1.4783 0.2318 -4.0388
H 0.1484 3.7359 2.2170
H -0.3437 1.9318 4.0110
H 3.0514 1.3927 1.9076
H -2.7546 0.0406 -2.6453
H -4.3695 0.0291 0.3340
H 3.3564 -0.9705 1.9374
H 1.1285 -0.1525 -1.8482
H 1.5494 2.7481 2.6706
H 1.1167 -1.4443 -3.5211
H 0.6781 -0.8968 -5.1322
H -1.1841 0.1391 -5.5885
H -1.3821 1.8976 2.5785
H 2.4131 3.4233 0.5556
H -2.2656 0.8232 -4.4071
H 3.8920 1.3919 0.3469
H -4.4902 -0.1107 -1.3681
H 0.0204 -0.4741 4.4902
H 1.6090 0.1701 3.9709
H -2.3626 0.2861 1.2721
H 1.9152 2.3755 -0.7825
H 2.4971 -1.9397 0.7071
H -2.2391 -0.9507 -4.6878
H 0.9302 -1.3100 3.2126
H 3.9922 -1.0571 0.2689
```

- E_LUMO (eV) = -6.17
- charge = +2

***

10.
Molecular formula: C4H5MgORb
Method: DFT, wB97M-V/def2-TZVPD

Structure (XYZ):
```
12
Properties=species:S:1:pos:R:3
Rb 2.9872 3.8851 1.4856
Mg 1.8856 -0.8546 -1.4601
O 1.9048 1.1199 0.8010
C -0.5842 -2.0372 -0.6582
C 0.8436 1.4050 1.4711
C -1.0534 -0.8294 -0.4052
C -1.6850 0.3278 -0.5305
H -2.6935 0.4563 -0.1317
H -0.0610 -2.6077 0.1153
H -0.7680 -2.5270 -1.6178
H 0.4659 0.5168 2.0367
H -1.2418 1.1450 -1.1062
```

- multiplicity = 2
- E_LUMO (spin up / spin down) (eV) = -3.49 / -5.00
- <S²> = 0.78
- charge = +1

***

11.
Molecular formula: C24H33N3O6
Method: DFT, wB97M-V/def2-TZVPD

Structure (XYZ):
```
66
Properties=species:S:1:pos:R:3
O 1.4534 2.6109 0.1703
O -0.4067 -1.1571 -2.3071
O -3.2476 1.9521 1.2896
O 4.7640 -1.4792 1.8173
O -5.9353 -2.4014 0.8286
O 2.8772 -1.4745 -1.2126
N 3.7192 0.2429 0.0009
N -4.5688 -0.0375 -0.0267
N 0.9235 0.6623 -0.8897
C -2.4761 -0.6673 -1.1148
C -1.1274 -0.4630 -1.3606
C -3.1972 0.1169 -0.2149
C 0.0225 -3.2293 -1.1048
C -2.5957 4.2263 0.6417
C 5.4500 2.2269 -1.5623
C 4.1451 2.5301 -0.8285
C 5.1684 -2.5286 2.5453
C -5.3504 -0.8445 -0.9391
C -0.4498 0.5384 -0.6589
C -2.7141 3.1806 1.7452
C -0.5437 -2.5643 -2.3540
C -1.1542 1.3405 0.2306
C -5.1525 -1.6440 1.7274
C 3.4997 -1.0631 -0.2427
C -5.4263 -2.3101 -0.4844
C -2.5092 1.1624 0.4445
C 3.2273 1.2983 -0.8601
C 1.7662 1.6220 -0.4646
C 4.7635 -3.6998 1.9793
C 4.4291 3.0269 0.5889
C 4.0813 -1.9723 0.7540
C 4.0546 -3.3419 0.8127
C -5.1019 -0.1668 1.3166
H 3.2110 0.8892 -1.8783
H 5.2598 1.9617 -2.5997
H 5.7301 -2.3198 3.4346
H -2.9773 -1.4527 -1.6558
H -4.4929 0.3969 2.0172
H -4.4281 -2.7734 -0.5219
H 1.3030 -0.1173 -1.4270
H 4.1491 0.5160 0.8704
H 3.5865 -3.9932 0.1043
H -3.4367 3.5127 2.4968
H -1.5901 -2.8567 -2.5093
H 4.9464 -4.6886 2.3458
H -1.8643 3.9224 -0.1021
H 5.0910 2.3494 1.1262
H -5.6201 -1.7610 2.7063
H -6.3674 -0.4348 -0.9351
H -0.5433 -2.9246 -0.2259
H 3.6104 3.3226 -1.3615
H -3.5578 4.3544 0.1518
H 0.0331 -2.8600 -3.2335
H -4.1278 -2.0486 1.7624
H -6.1110 -2.8794 -1.1159
H -1.7476 3.0297 2.2411
H -2.2858 5.1745 1.0718
H 1.0594 -2.9261 -0.9788
H 4.9201 3.9959 0.5416
H 3.4994 3.1421 1.1380
H -6.1188 0.2397 1.3171
H -4.9532 -0.7659 -1.9505
H 5.9703 1.3977 -1.0867
H -0.6094 2.1178 0.7365
H 6.1022 3.0966 -1.5447
H -0.0281 -4.3102 -1.2026
```

- E_LUMO (eV) = 0.68
- SMILES = CCOc1cc(N2CCOCC2)c(OCC)cc1NC(=O)[C@H](NC(=O)c1ccco1)C(C)C

***

12.
Molecular formula: C24H26F3N2O3
Method: DFT, wB97M-V/def2-TZVPD

Structure (XYZ):
```
58
Properties=species:S:1:pos:R:3
F 2.7589 0.0812 2.1608
F 2.8909 -1.0387 0.2375
F 3.7621 1.0112 0.4253
O 0.7553 2.4849 -2.4454
O -0.1574 0.4728 -2.4413
O -3.5120 -1.5405 1.0857
N 0.8452 1.2345 -2.2673
N 8.1358 3.5760 -3.1293
C 0.1187 -3.9592 1.2194
C -2.3988 -0.9652 1.0989
C -1.1600 -1.7555 1.1041
C 4.6709 3.2905 -2.6187
C -4.5504 0.9523 -0.0586
C 5.7812 2.4786 -2.9135
C 0.1527 0.3117 0.7137
C 7.0831 3.0700 -3.0263
C 2.0850 0.6732 -1.8501
C 3.2869 1.3020 -2.2967
C -1.0838 1.0647 0.7151
C -2.3020 0.5022 1.0002
C -1.2557 -3.2934 1.1894
C 1.4036 0.8590 0.3357
C -1.9945 -3.6901 2.4739
C -4.3492 0.9006 2.4216
C -3.3880 2.7948 1.1553
C -3.6294 1.2921 1.1228
C 5.6318 1.0759 -2.9638
C 3.4318 2.7194 -2.3481
C -2.0335 -3.8447 -0.0166
C 4.3975 0.4966 -2.6726
C 0.0255 -1.0986 0.9525
C 2.6605 0.2487 0.7938
H 6.4980 0.4501 -3.1948
H -3.0004 -3.2562 2.4642
H 2.5573 3.3398 -2.1559
H -2.7307 3.0523 1.9937
H -5.4855 1.5168 0.0111
H -4.0445 1.1991 -0.9995
H -2.0694 -4.7814 2.5441
H -4.7739 -0.1199 -0.0482
H -3.7029 1.1130 3.2832
H 1.4364 1.8635 -0.0671
H -5.2878 1.4563 2.5302
H -0.0105 -5.0480 1.2997
H 4.2597 -0.5936 -2.6992
H -2.9397 3.1345 0.2160
H -3.0460 -3.4288 -0.0157
H -2.0846 -4.9365 0.0447
H -4.5788 -0.1703 2.4116
H 0.6926 -3.6199 2.0888
H -1.0102 2.1221 0.4153
H 0.6793 -3.7539 0.3007
H 0.9441 -1.6861 0.8938
H 4.8023 4.3771 -2.5680
H -4.3433 3.3170 1.2907
H 2.1425 -0.3892 -1.5941
H -1.5244 -3.5585 -0.9432
H -1.4425 -3.3061 3.3403
```

- E_LUMO (eV) = 1.53
- charge = -1

***

13.
Molecular formula: C2H10NOS
Method: DFT, wB97M-V/def2-TZVPD

Structure (XYZ):
```
15
Properties=species:S:1:pos:R:3
S 0.2053 1.6981 -0.4480
O 0.5960 -0.9913 -2.3612
N -0.6348 -1.6541 1.8580
C -0.4488 0.6220 0.8263
C 0.3211 -0.7647 0.9041
H 1.3152 -0.7043 1.4997
H -0.2856 -1.2917 -2.5863
H 0.9717 -0.8566 -3.2677
H -0.7828 1.3015 -1.3973
H -1.2978 -1.0709 2.4120
H -0.1396 -2.4104 2.4260
H -1.4117 -2.1187 1.3985
H -0.3134 1.2677 1.7536
H -1.4757 0.4565 0.4339
H 0.5764 -1.3779 -0.0037
```

- E_LUMO (eV) = -3.85
- charge = +1